# 1
ORCA calculation (wB97M-V/def2-TZVPD) on 4 unconnected molecules or ions with the total composition C25H44BrFN2O13P3 at a distorted geometry.

Output
Charge   -1
Calculated total energy   -5764.5679 Ha
HOMO-LUMO gap   5.9925 eV
HOMO level   -4.139 eV

XYZ file:
```
89
Properties=species:S:1:pos:R:3:forces:R:3
C -1.202703 -4.209517 3.754068 -0.22 -0.03 -0.12
C -1.426451 -3.828841 2.633820 -0.06 -0.23 0.23
C -1.777049 -3.456803 1.278481 0.47 0.10 0.26
P -0.832380 -1.914604 0.524343 -0.89 -0.84 -0.41
C -0.666435 -2.689622 -1.209821 -0.04 0.13 -0.05
C 0.105708 -4.009247 -1.228957 -0.13 -0.06 -0.13
C -2.522785 -1.151174 0.060148 0.11 0.69 0.46
N -3.298988 -0.546293 1.180408 -0.45 -0.29 -0.52
O -0.736310 -1.164519 2.131054 0.57 0.05 -0.31
C 0.347880 -0.355797 2.250913 -1.19 0.19 0.41
F -0.038166 0.618539 3.221545 0.14 -0.06 0.09
P 1.900177 -0.965809 3.113015 1.00 0.71 0.37
C 1.284827 -2.033810 4.469559 -0.08 -0.28 -0.64
C 2.836601 -2.138158 2.029144 0.08 -0.05 -0.04
C 0.547979 0.391120 0.900075 0.74 -0.48 -0.09
C 2.018503 0.653421 0.476401 -0.56 0.33 -0.08
C 2.135883 1.320457 -0.918150 0.51 -0.04 0.19
C 2.648844 2.776623 -0.882303 -0.10 -0.09 -0.32
C 1.787835 3.807202 -1.639273 0.45 -0.13 0.16
N 1.684368 5.086879 -0.918988 -0.50 -0.42 -0.47
C 0.405260 5.663028 -0.792175 0.07 0.21 0.38
C 0.416437 7.149375 -0.500884 0.48 -0.51 0.87
O -0.640237 5.065258 -0.890952 -0.02 -0.07 -0.64
P -0.209127 2.108968 0.724224 -0.24 -0.14 -0.60
O -1.711565 1.988986 1.338751 0.05 0.15 0.24
Br 0.876643 3.387086 2.307506 0.03 0.07 0.20
O -0.005232 -0.428522 -0.076355 -0.02 0.45 0.05
H -1.096172 -4.534026 4.757027 0.16 0.02 0.07
H -2.848869 -3.265360 1.278387 -0.12 0.09 -0.11
H -1.598795 -4.342718 0.668391 -0.03 0.08 -0.27
H 0.426512 -2.537251 0.844042 -0.03 0.12 0.01
H -0.146180 -1.955638 -1.822644 0.05 0.14 0.03
H -1.642385 -2.819523 -1.677082 -0.12 -0.08 0.06
H -0.513097 -4.818442 -1.617249 -0.03 -0.11 0.02
H 0.987356 -3.963884 -1.866381 0.11 0.01 -0.01
H 0.446512 -4.321992 -0.238928 0.04 0.08 0.09
H -2.331418 -0.384948 -0.691366 0.12 0.08 -0.04
H -3.131061 -1.899906 -0.441807 0.14 -0.28 0.01
H -3.612763 0.372349 0.889057 0.19 0.10 0.19
H -4.159914 -1.077209 1.279022 0.06 -0.07 0.14
H 2.124033 -2.234394 5.131007 0.08 0.15 0.18
H 0.913289 -2.985944 4.097223 -0.22 0.06 0.02
H 0.497283 -1.497134 4.989160 -0.08 -0.02 0.15
H 3.823773 -1.706519 1.869539 0.08 0.05 -0.02
H 2.985279 -3.099030 2.518868 -0.18 -0.11 0.06
H 2.387568 -2.307799 1.056568 -0.16 -0.15 -0.01
H 2.502694 -0.310503 0.407559 0.07 -0.14 0.24
H 2.492267 1.271180 1.237652 0.32 -0.14 0.04
H 2.854027 0.727641 -1.483957 0.00 -0.05 -0.13
H 1.199136 1.239379 -1.462100 -0.14 0.00 0.00
H 3.643688 2.799027 -1.327999 0.14 0.01 0.06
H 2.792388 3.079269 0.153203 -0.16 0.11 0.10
H 0.808512 3.409067 -1.884473 -0.20 0.01 0.28
H 2.297127 4.013442 -2.582748 -0.12 0.09 -0.15
H 2.146711 5.027241 -0.018887 0.09 0.41 -0.01
H -0.205288 7.689215 -1.204264 -0.05 0.02 -0.10
H 0.019163 7.260233 0.508856 -0.27 0.19 -0.02
H 1.433828 7.521193 -0.479616 0.02 0.23 -0.26
H -2.150184 2.838812 1.188097 -0.03 -0.17 -0.07
C 3.648493 10.086091 1.499240 0.04 -0.02 0.14
C 4.400169 11.223018 0.835470 0.02 0.05 0.09
O 4.407762 10.821875 -0.535311 0.00 0.00 0.03
C 3.366237 9.973384 -0.740755 -0.01 0.00 0.03
O 3.002084 9.598252 -1.803208 -0.02 0.01 -0.03
O 2.803756 9.623985 0.443612 0.06 0.07 -0.04
H 3.048754 10.400642 2.349001 -0.12 -0.03 -0.07
H 4.306356 9.270775 1.804423 0.02 0.01 -0.02
H 3.873598 12.175579 0.920071 -0.03 -0.01 0.00
H 5.417510 11.341109 1.198860 0.05 -0.05 -0.12
C -7.163172 -4.313240 -0.113202 -0.08 0.00 0.08
C -6.941946 -2.838914 -0.388007 -0.10 0.08 0.08
O -5.544279 -2.786472 -0.664399 0.01 -0.13 -0.04
C -5.142575 -4.014178 -1.086779 -0.04 0.03 0.01
O -4.088201 -4.264595 -1.559910 0.02 0.00 -0.06
O -6.140527 -4.922662 -0.899790 -0.02 0.02 0.02
H -8.141077 -4.670224 -0.426923 0.06 -0.07 -0.10
H -7.003307 -4.569924 0.935607 0.03 0.03 0.01
H -7.489446 -2.490728 -1.266521 0.00 -0.03 -0.01
H -7.178648 -2.200387 0.459218 0.13 0.03 0.01
C 0.478971 -8.230963 -4.427201 -0.05 -0.01 -0.09
C 1.268993 -6.940046 -4.512603 -0.01 0.06 -0.14
O 1.252320 -6.481930 -3.163304 0.04 -0.15 0.02
C 1.055366 -7.548211 -2.348335 0.00 0.05 -0.01
O 1.157217 -7.538844 -1.170122 0.04 -0.03 0.02
O 0.727903 -8.647930 -3.085709 -0.01 0.01 -0.03
H 0.815879 -8.992509 -5.126343 0.05 -0.07 0.10
H -0.593359 -8.071384 -4.554890 0.00 0.04 0.01
H 2.304789 -7.104305 -4.817853 0.00 -0.03 0.01
H 0.815842 -6.197315 -5.164091 -0.03 0.08 0.11
```
Forces are in eV/Å.

# 2
ORCA calculation (wB97M-V/def2-TZVPD) on 2 unconnected molecules or ions with the total composition C25H44Cl2N2O8PS at a distorted geometry.

Output
Charge   +1
Calculated total energy   -3350.0486 Ha
HOMO-LUMO gap   8.3982 eV
HOMO level   -12.278 eV

XYZ file:
```
83
Properties=species:S:1:pos:R:3:forces:R:3
C 5.881734 0.294214 2.733660 -0.21 -0.21 -0.68
C 4.461672 0.294206 2.118761 0.46 0.54 0.63
C 3.664505 1.505340 2.580375 -0.03 0.16 -0.46
C 2.177820 1.588340 2.115298 0.34 0.26 0.49
C 1.456015 0.287787 1.934590 -0.37 -0.70 -0.08
C 1.245326 -0.309958 0.693208 -0.11 0.42 0.32
C 1.845147 0.308683 -0.543220 0.91 -0.47 -0.53
C 3.149615 -0.404383 -1.041929 -0.60 0.18 -0.14
C 4.174257 0.583704 -1.617857 0.05 -0.94 0.24
C 5.563075 -0.071580 -1.673189 -0.69 -0.39 0.23
O 5.429645 -1.413076 -2.144841 -0.08 0.05 -0.28
C 0.487003 -1.499365 0.601243 0.25 -0.21 -0.45
C 0.316033 -2.049389 -0.776875 -0.38 -0.08 -0.70
C -0.635775 -1.244289 -1.732223 0.28 0.65 0.57
C -1.361968 -0.018824 -1.176843 -0.73 0.26 -0.76
C -2.222419 0.581367 -2.302365 0.33 -0.28 0.89
N 0.020358 -2.126561 1.704410 -0.24 0.84 0.21
C -0.703972 -3.431467 1.773025 0.80 -0.83 -0.71
Cl 0.558539 -4.583549 2.275422 -0.19 -0.01 0.14
C -1.585100 -4.088496 0.689814 -0.65 -0.44 -0.34
C -2.572139 -3.197011 -0.067176 0.07 -0.01 0.44
Cl -0.814290 -5.299899 -0.385107 0.14 0.36 -0.15
C 0.277698 -1.597753 2.958797 -0.59 0.65 0.10
P -0.165596 -2.346318 4.616151 1.09 -0.84 1.35
O 1.100851 -2.645650 5.268834 0.10 0.17 -0.10
O -1.042762 -1.257298 5.383540 -0.29 -0.08 -1.16
O -1.059076 -3.660207 4.643109 -0.42 0.31 -0.66
C 0.952466 -0.396001 3.079261 0.41 -0.05 -0.18
C 1.208064 0.283112 4.402424 -0.46 0.51 0.27
O 0.199137 1.314238 4.484658 -0.47 -0.51 -0.19
N 0.586442 2.276837 5.496674 0.52 -0.04 0.44
O -0.217845 2.355296 6.316347 -0.24 0.27 -0.17
H 6.047905 1.144478 3.387766 -0.01 -0.09 0.30
H 6.074272 -0.653841 3.224305 0.11 0.10 0.38
H 6.616865 0.372468 1.935281 0.15 0.05 -0.01
H 3.947989 -0.623830 2.400062 -0.08 -0.16 -0.28
H 4.589669 0.384452 1.048299 -0.35 -0.40 -0.28
H 4.156234 2.384375 2.164559 0.03 0.16 0.05
H 3.745589 1.633724 3.656541 -0.07 -0.17 0.17
H 2.124419 2.216928 1.237074 -0.07 -0.18 -0.26
H 1.658359 2.152147 2.881920 -0.21 0.09 0.03
H 1.177601 0.309134 -1.391170 -0.34 0.05 0.06
H 2.109522 1.343469 -0.381511 -0.19 0.15 0.25
H 3.560616 -1.040069 -0.261999 0.20 0.07 0.15
H 2.871787 -1.068353 -1.853670 0.12 -0.25 -0.02
H 4.186551 1.468587 -0.982631 0.23 0.30 -0.25
H 3.868532 0.817328 -2.633851 -0.09 0.44 -0.03
H 5.954129 -0.104240 -0.656462 0.38 0.25 -0.02
H 6.215258 0.457276 -2.361223 0.23 0.21 0.19
H 5.793181 -2.024518 -1.504023 0.12 -0.01 0.02
H 0.080793 -3.103596 -0.851349 -0.12 -0.06 0.48
H 1.300673 -1.982828 -1.220628 0.21 -0.10 0.04
H -1.390859 -1.879343 -2.173269 -0.03 -0.36 0.03
H -0.045006 -0.889504 -2.575216 0.10 -0.05 -0.12
H -0.708316 0.784083 -0.847703 0.27 -0.15 0.24
H -2.052875 -0.233217 -0.360064 0.21 -0.28 0.25
H -2.968436 -0.131582 -2.638851 -0.02 -0.09 -0.24
H -2.765022 1.436569 -1.925226 -0.01 0.16 0.05
H -1.606017 0.917935 -3.126188 0.02 -0.03 -0.22
H -1.412025 -3.310998 2.574572 0.12 0.12 0.12
H -2.224087 -4.750576 1.263194 0.26 -0.07 0.53
H -2.404011 -3.269269 -1.129592 0.11 0.33 -0.18
H -2.515456 -2.180825 0.310234 0.03 0.27 -0.31
H -3.589332 -3.532586 0.106648 -0.08 -0.15 0.05
H -1.538523 -0.717776 4.747000 -0.08 0.39 0.45
H -1.997212 -3.549231 4.442251 -0.10 -0.03 0.40
H 2.189839 0.738178 4.445733 0.21 -0.01 -0.17
H 1.116927 -0.333657 5.282945 0.08 -0.36 -0.05
C -5.871674 4.398138 -4.582416 0.05 -0.07 -0.09
C -6.451179 3.372174 -5.565080 0.00 0.02 0.08
C -5.535815 2.140988 -5.535596 -0.26 0.08 -0.24
S -4.798617 2.106150 -3.896901 -0.50 0.35 -0.28
O -3.380130 2.325784 -4.033397 -0.10 0.04 -0.14
O -5.322396 0.989890 -3.148102 0.28 -0.09 0.06
C -5.548918 3.620842 -3.309762 -0.12 0.27 -0.04
H -6.569527 5.209894 -4.385648 0.00 0.01 0.01
H -4.958429 4.831363 -4.995505 0.01 0.02 0.03
H -7.456882 3.091236 -5.247521 0.01 -0.01 0.01
H -6.528054 3.777092 -6.572374 0.00 -0.02 -0.01
H -6.084502 1.216046 -5.693427 0.10 -0.08 0.06
H -4.726928 2.220726 -6.259013 0.08 -0.02 0.09
H -4.855921 4.136061 -2.648509 0.06 -0.12 0.03
H -6.455020 3.350277 -2.768486 0.02 -0.05 0.01
```
Forces are in eV/Å.

> Among the records above, which one has the lowest HOMO level?

C25H44Cl2N2O8PS